Record 1
Molecular formula: C84H96N18O26P2
Method: DFT, the ωB97M-V functional and the def2-TZVPD basis

Kohn-Sham gap (eV): 6.69
E_HOMO (eV): -7.75

Each line ends with the Löwdin charge.
CARTESIAN COORDINATES (ANGSTROEM)
C 2.13240 -4.68319 1.66789  -0.099
C 3.02981 -5.40264 2.44844  -0.094
C 2.91776 -5.61452 3.81370  0.005
C 1.69611 -5.15190 4.41527  -0.096
C 0.78763 -4.35404 3.59229  0.030
C 0.99011 -4.09657 2.19755  -0.043
N 1.44314 -5.28557 5.86835  -0.361
O 1.90807 -6.28639 6.36947  0.076
O 0.73856 -4.48494 6.48070  0.067
H 2.15755 -4.49584 0.60456  0.088
H 3.98776 -5.74583 2.08659  0.099
H 3.67210 -6.17214 4.34889  0.115
H -0.14101 -4.04949 4.05193  0.100
H 0.25823 -3.63152 1.55374  0.104
C 2.28030 0.53379 -4.03792  -0.116
C 3.44910 -0.10017 -3.67538  -0.079
C 4.36817 -0.48060 -4.64666  0.008
C 4.05224 -0.11620 -5.97752  -0.098
C 2.83611 0.56956 -6.30312  0.010
C 1.91427 0.82875 -5.30343  -0.075
N 4.84549 -0.60913 -7.16611  -0.335
O 4.37157 -0.43263 -8.30201  0.040
O 5.82607 -1.30852 -6.99802  0.068
H 1.59451 0.69206 -3.21875  0.108
H 3.77472 -0.29973 -2.66516  0.084
H 5.19237 -1.10208 -4.32906  0.106
H 2.54143 0.83267 -7.30828  0.117
H 0.98604 1.32557 -5.54418  0.121
C 2.96587 7.25053 5.25967  -0.069
C 2.16930 6.56683 6.09095  -0.110
C 1.40941 5.55275 5.66332  0.008
C 1.36665 5.25864 4.26449  -0.113
C 2.22715 5.89672 3.38744  -0.001
C 3.04750 6.91130 3.89231  -0.041
N 0.59383 4.11240 3.77808  -0.322
O 0.24778 3.97555 2.58481  0.041
O 0.26043 3.22876 4.54354  0.055
H 3.65324 8.00600 5.61063  0.111
H 2.24699 6.74162 7.15387  0.122
H 0.76010 5.02327 6.34483  0.125
H 2.56406 5.61883 2.39967  0.108
H 3.81833 7.33017 3.26243  0.106
C -4.72176 5.56299 0.21442  -0.095
C -4.47369 4.58322 1.18108  -0.057
C -5.42040 3.56714 1.39139  -0.021
C -6.61629 3.52769 0.69147  -0.111
C -6.89677 4.58835 -0.24806  0.018
C -5.90133 5.60490 -0.50296  -0.050
N -7.63044 2.39160 0.77915  -0.324
O -7.26438 1.36726 1.35544  0.046
O -8.80344 2.66517 0.50541  0.061
H -3.94556 6.29365 0.04109  0.100
H -3.53218 4.51561 1.70585  0.105
H -5.10769 2.79947 2.08369  0.104
H -7.88836 4.54266 -0.67357  0.102
H -6.17304 6.37689 -1.20766  0.105
C 4.62723 1.40449 4.26379  -0.045
C 5.33468 1.76224 5.48528  -0.062
C 4.63662 1.84191 6.63377  -0.046
C 3.24999 1.65222 6.70251  -0.124
C 2.59719 1.20740 5.54796  -0.009
C 3.25532 1.03431 4.33096  -0.037
N 2.51949 1.85650 7.98488  -0.326
O 1.27347 1.75057 8.02549  0.053
O 3.24360 2.01507 8.94262  0.079
H 5.21776 1.40469 3.35953  0.069
H 6.39725 1.95267 5.51794  0.105
H 5.13861 2.29432 7.47622  0.116
H 1.52179 1.22981 5.64492  0.102
H 2.71933 0.79927 3.42329  0.088
C 1.57246 -4.06794 -8.98967  -0.060
C 0.29951 -3.52789 -9.24508  -0.030
C -0.36677 -2.96522 -8.10445  0.019
C 0.27937 -2.69116 -6.88751  -0.138
C 1.59090 -3.03274 -6.85109  -0.072
C 2.21817 -3.78427 -7.77852  -0.070
N -0.37686 -1.97062 -5.75155  -0.311
O -1.47433 -1.50388 -5.89024  0.113
O 0.36899 -1.78387 -4.78255  0.032
H 2.05784 -4.52787 -9.83776  0.105
H -0.21994 -3.63579 -10.18580  0.103
H -1.41872 -2.72158 -8.08372  0.110
H 2.10623 -2.68961 -5.96616  0.116
H 3.27593 -3.99870 -7.81801  0.114
C 3.89357 3.42811 -3.13227  -0.075
C 3.23063 3.08357 -1.94465  -0.071
C 2.79455 4.08735 -1.15469  -0.019
C 3.19783 5.38882 -1.45255  -0.131
C 4.06690 5.72575 -2.52125  0.026
C 4.34259 4.67454 -3.41656  -0.067
N 2.44617 6.46292 -0.73928  -0.325
O 1.37803 6.07163 -0.19824  0.027
O 2.87338 7.56937 -0.91526  0.088
H 4.08460 2.66515 -3.87239  0.096
H 2.93178 2.11993 -1.55931  0.101
H 2.41635 3.86352 -0.16814  0.124
H 4.38403 6.74816 -2.66445  0.115
H 4.88690 4.92823 -4.31421  0.112
C 0.15578 6.11796 -3.43602  -0.088
C -0.70022 5.95813 -2.34022  -0.083
C -1.67898 5.03988 -2.42665  0.004
C -1.93854 4.34665 -3.66461  -0.107
C -1.05754 4.51901 -4.75850  0.023
C 0.07529 5.36326 -4.56211  -0.070
N -3.12403 3.50284 -3.70392  -0.372
O -3.18163 2.84832 -4.67832  0.113
O -3.98238 3.68616 -2.85586  0.067
H 0.92033 6.87636 -3.35414  0.105
H -0.59116 6.60854 -1.48496  0.104
H -2.23023 4.97690 -1.50006  0.107
H -1.22890 3.92448 -5.64370  0.109
H 0.80625 5.33365 -5.35660  0.104
C 0.65551 -8.53044 -4.92946  -0.077
C 0.96545 -7.26057 -5.43112  -0.053
C 0.69544 -6.14657 -4.58299  0.007
C 0.07601 -6.33637 -3.38196  -0.188
C -0.14655 -7.63955 -2.94130  -0.003
C 0.11446 -8.87141 -3.62443  0.007
N -0.22368 -5.23211 -2.52382  -0.299
O -0.45704 -4.17733 -3.09358  0.072
O -0.05618 -5.38261 -1.26095  0.036
H 1.21901 -9.25529 -5.49818  0.092
H 1.35717 -7.13628 -6.42987  0.101
H 0.93899 -5.20477 -5.05214  0.100
H -0.42151 -7.74240 -1.90196  0.110
H 0.10747 -9.84506 -3.15713  0.103
C 1.27727 -0.94636 -0.31658  -0.083
C 0.39070 -1.33858 -1.33656  -0.059
C -0.80689 -0.67966 -1.46676  0.008
C -1.15895 0.35650 -0.57762  -0.103
C -0.19655 0.67899 0.42620  0.007
C 0.99233 0.05303 0.50399  -0.112
N -2.42249 1.06478 -0.57297  -0.317
O -3.21593 1.05213 -1.50543  0.062
O -2.74749 1.62021 0.49511  0.047
H 2.15834 -1.50008 -0.02757  0.096
H 0.76116 -2.12802 -1.97369  0.092
H -1.44351 -0.98786 -2.28294  0.116
H -0.36918 1.32674 1.27297  0.112
H 1.50497 0.33603 1.41147  0.102
C -8.25346 0.45642 -3.07777  -0.076
C -8.99008 0.65630 -4.20245  -0.057
C -8.90572 1.92463 -4.89154  -0.001
C -8.09216 2.88126 -4.42089  -0.161
C -7.19829 2.67014 -3.32403  0.021
C -7.31603 1.43523 -2.66111  -0.044
N -7.90081 4.21334 -5.00307  -0.322
O -8.95368 4.75405 -5.42401  0.044
O -6.88376 4.88191 -4.90046  0.071
H -8.27917 -0.50726 -2.59087  0.104
H -9.72344 -0.04345 -4.57520  0.104
H -9.62768 2.12350 -5.66976  0.119
H -6.40068 3.34574 -3.05241  0.085
H -6.63452 1.25559 -1.84277  0.093
C -5.98308 -2.40765 0.15963  -0.094
C -5.16835 -2.07366 -0.89893  -0.036
C -4.39409 -3.14684 -1.57655  0.033
C -4.37919 -4.44679 -1.01604  -0.105
C -5.20266 -4.70476 0.10650  -0.016
C -5.95994 -3.69773 0.70287  -0.068
N -3.63584 -5.67760 -1.60546  -0.322
O -3.51027 -6.63123 -0.83740  0.052
O -3.45860 -5.69298 -2.81080  0.071
H -6.53942 -1.60548 0.62158  0.100
H -5.08658 -1.05026 -1.23413  0.084
H -3.87951 -2.98523 -2.51223  0.102
H -5.18859 -5.75112 0.37357  0.106
H -6.34935 -3.71995 1.70997  0.100
O 4.40152 -0.23328 1.02348  -0.288
P 5.65401 -0.90386 0.49137  0.650
N 5.54842 -2.36809 -0.35189  -0.331
C 5.00448 -3.53981 0.23877  -0.121
C 5.67220 -2.43682 -1.70028  -0.171
N 6.83701 -1.44810 1.67398  -0.282
C 6.86414 -0.65512 2.92684  -0.121
C 8.10300 -2.22210 1.41490  -0.110
N 6.62860 0.09523 -0.46074  -0.291
C 6.03412 1.33877 -0.91380  -0.126
C 8.09860 0.01994 -0.72571  -0.077
H 5.68693 -4.38106 0.35981  0.093
H 4.15677 -3.77039 -0.40646  0.075
H 4.53043 -3.39877 1.21010  0.071
H 5.07523 -3.17655 -2.23371  0.100
H 6.68676 -2.54945 -2.08250  0.087
H 5.38041 -1.44679 -2.05070  0.048
H 7.19886 0.36224 2.72422  0.077
H 5.88269 -0.63708 3.40069  0.055
H 7.47646 -1.18365 3.65746  0.082
H 8.97619 -1.57058 1.38092  0.061
H 8.36822 -2.80128 2.29938  0.073
H 8.11389 -2.83338 0.51251  0.074
H 5.77792 1.97337 -0.06542  0.081
H 6.57605 1.81415 -1.73137  0.089
H 5.02582 1.11790 -1.26402  0.034
H 8.51850 0.31558 0.23573  0.071
H 8.39443 0.75317 -1.47602  0.077
H 8.60379 -0.88958 -1.05075  0.074
O -5.57692 -0.15522 7.23421  -0.313
P -4.46820 -0.70483 6.38480  0.661
N -4.86831 -1.45062 4.86204  -0.314
C -3.92543 -2.21740 4.02065  -0.106
C -6.19786 -0.98125 4.38312  -0.102
N -3.73464 -2.08020 7.16987  -0.323
C -4.35970 -3.41614 7.17601  -0.103
C -2.71402 -1.93711 8.16820  -0.136
N -3.16279 0.41792 5.99161  -0.283
C -3.31310 1.09660 4.59818  -0.069
C -2.66351 1.34741 6.94497  -0.161
H -4.17544 -2.01797 2.97862  0.065
H -4.19129 -3.27153 4.09949  0.071
H -2.87843 -1.93363 4.12725  0.077
H -6.10197 0.02105 3.96564  0.065
H -6.84068 -0.87397 5.25684  0.063
H -6.73691 -1.68398 3.74774  0.073
H -4.57681 -3.62772 8.22301  0.080
H -5.24687 -3.34345 6.54693  0.068
H -3.70195 -4.10852 6.65058  0.075
H -1.73809 -2.15667 7.73524  0.079
H -2.59451 -0.92901 8.56515  0.056
H -2.86826 -2.59018 9.02716  0.078
H -2.52507 1.77425 4.26971  0.070
H -3.30833 0.26177 3.89736  0.050
H -4.20466 1.71803 4.68212  0.075
H -2.75770 0.90982 7.93882  0.065
H -3.22139 2.26975 6.78322  0.077
H -1.65870 1.75167 6.82236  0.072

Record 2
Molecular formula: C16H30Cl10NO
Method: DFT, the ωB97M-V functional and the def2-TZVPD basis

Kohn-Sham gap (alpha / beta) (eV): 9.46 / 9.75
Spin multiplicity: 2
E_HOMO (alpha / beta) (eV): -9.03 / -10.09

Each line ends with the Löwdin spin population.
CARTESIAN COORDINATES (ANGSTROEM)
C 0.35885 -1.48584 2.47781  0.006
C -0.27671 -2.41584 1.45517  0.001
Cl 0.12640 -4.12103 1.97823  0.000
C 0.26343 -2.29097 0.03027  0.001
C -0.43423 -1.28259 -0.92438  0.001
Cl -0.49249 -2.13418 -2.55450  0.000
C 0.34455 0.00305 -1.20448  0.000
C 0.25158 1.11528 -0.14946  0.029
C 1.54002 1.08363 0.72488  0.006
C 0.24811 2.46765 -0.84944  0.015
N -0.89605 0.93407 0.78389  0.369
O -1.12037 1.99412 1.47763  0.513
C -2.13949 0.35295 0.22158  0.029
C -3.03358 -0.00421 1.42327  0.003
C -2.93223 1.33677 -0.63496  0.018
C -1.89044 -0.94579 -0.59013  -0.001
H 0.40971 -2.02916 3.41252  0.001
H -0.25159 -0.61350 2.67171  0.002
H 1.37731 -1.24230 2.21641  0.000
H -1.35222 -2.37246 1.51658  0.000
H 1.30726 -2.00274 0.10722  0.000
H 0.27198 -3.26133 -0.43671  0.000
H -0.05305 0.39741 -2.13623  0.000
H 1.37907 -0.23576 -1.41489  0.000
H 1.28524 1.37463 1.73273  -0.001
H 1.98198 0.09688 0.69046  0.000
H 2.26982 1.75828 0.29699  0.000
H 0.43684 3.26782 -0.14826  0.002
H 1.07079 2.45087 -1.55686  0.001
H -0.65330 2.66081 -1.42088  0.000
H -2.43365 -0.55750 2.13915  0.000
H -3.36279 0.89784 1.92201  0.000
H -3.85948 -0.62775 1.10656  0.000
H -3.06280 2.29576 -0.14873  0.003
H -2.49971 1.45921 -1.62201  0.000
H -3.91971 0.91329 -0.78238  0.002
H -2.39130 -1.77597 -0.11394  0.000
H -2.40047 -0.81556 -1.53448  0.000
C 0.03135 2.40250 4.78492  0.001
Cl 1.64000 1.68013 4.63767  0.000
Cl -1.23529 1.17626 4.90741  0.001
H 0.01068 3.01213 5.68005  0.000
H -0.15886 3.00721 3.90533  0.000
C 5.23894 3.81853 4.75462  0.000
Cl 4.56799 4.95319 5.93183  0.000
Cl 4.39931 3.90393 3.20257  0.000
H 6.28287 4.06045 4.59683  0.000
H 5.13613 2.81384 5.14690  0.000
C -1.80607 -4.24719 -5.57364  0.000
Cl -3.34442 -5.08984 -5.36683  0.000
Cl -1.70452 -3.43466 -7.14227  0.000
H -1.71217 -3.50073 -4.79483  0.000
H -1.00112 -4.96894 -5.50433  0.000
C 1.49181 -1.27139 -5.84774  0.000
Cl 2.25302 0.31937 -5.70991  0.000
Cl 2.66704 -2.53229 -6.23844  0.000
H 1.02917 -1.51326 -4.89877  0.000
H 0.74687 -1.23514 -6.63374  0.000

Record 3
Molecular formula: C7H16O2Si
Method: DFT, the ωB97M-V functional and the def2-TZVPD basis

Kohn-Sham gap (eV): 9.89
Energy relative to the best compared isomer or geometry (same formula, charge and spin) (kcal per mole): 55.6
E_HOMO (eV): -9.08
SMILES: C=CO[Si](C)(C)C.CC=O

Each line ends with the natural charge from an NBO analysis.
CARTESIAN COORDINATES (ANGSTROEM)
C 2.21729 -1.31349 -0.91778  -0.550
C 1.12035 -0.78480 -1.55217  0.182
C -0.17361 2.69220 -0.80977  -0.731
C -2.41833 -0.04777 0.14629  -1.127
C 0.23466 0.09019 1.84251  -1.121
C -0.93672 -2.74413 0.83108  -1.096
C 1.28668 2.35671 -0.73725  0.429
O -0.08528 -0.55194 -1.08830  -0.852
O 2.00687 2.69151 0.16376  -0.530
Si -0.69943 -0.82913 0.42237  1.840
H 2.37690 -1.25335 0.11032  0.200
H 3.08279 -1.33850 -1.51757  0.208
H -0.25294 3.72477 -0.24625  0.243
H -0.81826 1.96834 -0.35104  0.234
H -0.54172 2.67336 -1.86488  0.231
H -2.10184 0.89797 -0.26167  0.223
H -3.00629 -0.56895 -0.65462  0.246
H -2.99207 -0.22153 1.09755  0.243
H 0.63441 1.02533 1.50432  0.249
H -0.28801 0.27931 2.69427  0.238
H 1.18114 -0.47378 2.20315  0.241
H -0.69128 -3.46153 0.06977  0.245
H -0.14600 -2.96753 1.75765  0.227
H -1.91748 -2.88344 1.22364  0.231
H 1.75317 1.65437 -1.44692  0.123
H 1.17499 -0.61417 -2.61846  0.172

Record 4
Molecular formula: C10H15NO2
Method: DFT, the ωB97M-V functional and the def2-TZVPD basis

Kohn-Sham gap (alpha / beta) (eV): 8.36 / 4.71
Net charge: +1
Energy relative to the best compared isomer or geometry (same formula, charge and spin) (kcal per mole): 12.3
Spin multiplicity: 2
E_HOMO (alpha / beta) (eV): -12.37 / -12.37

Each line ends with the Löwdin spin population.
CARTESIAN COORDINATES (ANGSTROEM)
C -4.63665 2.37929 -0.62139  0.047
C -1.09344 0.17229 0.09427  0.204
C -1.89612 -0.17632 -1.03740  0.099
C -1.36229 1.31834 0.89107  0.084
C -3.05797 0.51011 -1.23676  0.051
C -2.46941 2.05410 0.61533  0.047
C -3.35240 1.62875 -0.41846  0.255
O 0.04795 -0.45678 0.30740  0.176
H 0.42181 -0.86670 -0.49576  0.003
H -1.57888 -1.01784 -1.64121  0.002
H -0.61684 1.53710 1.63706  0.001
H -3.59429 0.34052 -2.15639  -0.001
H -2.65747 2.99543 1.11732  -0.001
H -5.08527 2.03624 -1.55158  0.001
H -4.46866 3.45565 -0.62191  0.009
H -5.30143 2.04640 0.17981  0.021
C 3.38471 -0.72278 0.23922  0.000
C 4.71500 -0.89181 0.98750  0.000
C 2.97589 -2.10852 -0.23558  0.000
O 3.50377 -2.60840 -1.20112  0.000
N 1.88543 -2.72681 0.36285  0.000
H 2.66640 -0.17198 0.85111  0.000
H 3.46446 -0.14729 -0.68081  0.000
H 4.63602 -1.72641 1.67196  0.000
H 1.35293 -3.39047 -0.18065  0.000
H 1.54921 -2.26692 1.19112  0.000
H 5.00916 -0.01816 1.56679  0.000
H 5.55837 -1.17703 0.36622  0.000

no.,energy (Eh)
1,-6881.68172
2,-5359.49014
3,-716.25422
4,-594.98827